No. 1
The molecule C8H8BrNO2 at a distorted geometry, computed with ωB97M-V with the def2-TZVPD basis set.

XYZ file:
```
20
Properties=species:S:1:pos:R:3:lowdin_charge:R:1
C 3.5335 -1.9743 1.0393 -0.02
O 2.9697 -1.0838 0.0329 -0.14
N 1.5009 -0.7534 0.1166 -0.21
O 0.8487 -1.3329 1.0006 -0.03
C 0.8880 0.2505 -0.6144 -0.64
Br 1.8772 0.9921 -1.9771 0.84
C -0.5134 0.5397 -0.4517 -0.27
C -0.8069 1.8647 -0.0417 -0.03
C -2.1200 2.1582 0.0437 -0.11
C -3.1032 1.2579 -0.2410 -0.07
C -2.8067 -0.0802 -0.6133 -0.05
C -1.4830 -0.4277 -0.6631 -0.03
H 3.4204 -2.9831 0.6700 0.09
H 4.4610 -1.5997 1.3058 0.07
H 2.7674 -1.8926 1.7684 0.06
H 0.0369 2.3346 0.3872 0.11
H -2.3687 3.1455 0.3854 0.11
H -4.1277 1.6482 -0.2443 0.11
H -3.6483 -0.6531 -0.9545 0.10
H -1.3258 -1.4107 -0.9489 0.10
```

Calculated values
spin multiplicity	1
strongest force on any atom	5.4	eV Å⁻¹
relative energy (zero: lowest compared OMol25 entry of this formula, charge and spin)	424.2	kJ/mol
SMILES	CO/[N+]([O-])=C(\Br)c1ccccc1
LUMO (alpha / beta)	0.4 / 0.4	eV
total energy	-3088.7071	Eh

***

No. 2
C26H53N11PtS as an isolated structure, computed with ωB97M-V with the def2-TZVPD basis set.

XYZ file:
```
92
Properties=species:S:1:pos:R:3:lowdin_charge:R:1
Pt 0.7849 0.8863 0.4882 0.94
C 4.3691 0.2944 -2.5284 -0.02
N 3.9822 0.5409 -1.1460 -0.13
C 3.9528 1.9445 -0.7438 -0.04
C 3.5110 -0.4242 -0.3263 -0.41
N 2.5820 -0.1445 0.5764 -0.09
C 2.7735 -0.6989 1.9328 -0.19
C 2.0315 0.1981 2.9074 -0.17
N 0.6150 0.2547 2.4705 -0.28
C -0.0120 -1.1016 2.7182 -0.13
C -0.4265 -1.9558 1.5225 -0.23
N -1.4829 -1.4041 0.7127 0.08
C -2.5959 -2.0558 0.6346 -0.39
N -3.0314 -3.0125 1.5272 -0.18
C -3.6186 -4.2651 1.0824 -0.05
C -2.9262 -2.8406 2.9607 -0.05
N -3.4573 -1.8091 -0.4110 -0.15
C -4.8935 -1.9826 -0.3087 -0.05
C -2.9874 -1.3007 -1.6791 -0.05
C -0.1714 1.3277 3.1509 -0.15
C -1.3580 1.6328 2.2533 -0.20
N -0.8047 2.0633 0.9638 -0.12
C -1.3069 3.1240 0.3522 -0.41
N -0.5270 3.9448 -0.3869 -0.17
C 0.8656 4.2190 -0.0574 -0.07
C -1.0304 4.6208 -1.5749 -0.05
N -2.6296 3.3995 0.4283 -0.13
C -3.1494 4.7599 0.4811 -0.03
C -3.6153 2.3436 0.5998 -0.03
N 4.1123 -1.6381 -0.3636 -0.12
C 3.3582 -2.8528 -0.1051 -0.03
C 5.5252 -1.8219 -0.6660 -0.03
H 3.5497 0.5510 -3.2098 0.08
H 4.6412 -0.7431 -2.6904 0.08
H 5.2275 0.9151 -2.7788 0.10
H 4.7319 2.4672 -1.2958 0.10
H 4.1635 2.0246 0.3212 0.10
H 2.9974 2.4224 -0.9478 0.01
H 3.8343 -0.6949 2.1938 0.14
H 2.4246 -1.7312 2.0247 0.09
H 2.4376 1.2084 2.8634 0.12
H 2.1107 -0.1720 3.9344 0.14
H -0.8922 -0.9513 3.3449 0.10
H 0.7053 -1.6578 3.3213 0.12
H -0.6993 -2.9298 1.9485 0.11
H 0.4560 -2.1350 0.8932 0.07
H -3.5635 -4.3408 -0.0009 0.09
H -4.6641 -4.3584 1.3897 0.09
H -3.0641 -5.1041 1.5103 0.10
H -2.7339 -1.7938 3.1981 0.08
H -2.1467 -3.4612 3.4142 0.09
H -3.8767 -3.1142 3.4254 0.10
H -5.1853 -2.1370 0.7261 0.09
H -5.2512 -2.8262 -0.9055 0.09
H -5.3930 -1.0813 -0.6739 0.09
H -1.9061 -1.2392 -1.6563 0.05
H -3.3802 -0.3008 -1.8841 0.09
H -3.3138 -1.9603 -2.4898 0.10
H 0.4705 2.2027 3.2533 0.13
H -0.4800 0.9994 4.1458 0.14
H -2.0011 2.3980 2.6902 0.13
H -1.9379 0.7160 2.1221 0.09
H 1.2449 3.4823 0.6438 0.05
H 0.9632 5.2191 0.3716 0.10
H 1.4684 4.1732 -0.9659 0.07
H -1.9788 4.1850 -1.8765 0.10
H -0.3112 4.4817 -2.3832 0.08
H -1.1623 5.6925 -1.4144 0.10
H -2.3327 5.4726 0.5460 0.09
H -3.7714 4.8689 1.3710 0.10
H -3.7592 4.9899 -0.3945 0.10
H -3.1519 1.3753 0.4331 0.08
H -4.4173 2.4920 -0.1264 0.10
H -4.0562 2.3623 1.5997 0.10
H 2.2929 -2.6609 -0.2255 0.06
H 3.5390 -3.2515 0.8959 0.10
H 3.6596 -3.6137 -0.8262 0.10
H 6.0282 -0.8597 -0.7040 0.10
H 5.6720 -2.3455 -1.6134 0.10
H 5.9799 -2.4221 0.1237 0.10
S 0.5999 1.4523 -1.7499 0.73
C 0.7066 -0.0045 -2.6254 -0.66
N 0.7403 0.0792 -3.9788 0.07
C 0.7382 -0.9911 -4.8105 -0.04
C 0.7099 -2.2517 -4.2984 -0.03
C 0.6855 -2.3966 -2.8996 -0.01
C 0.6918 -1.3001 -2.0761 -0.11
H 0.7552 1.0097 -4.3789 0.16
H 0.7601 -0.7719 -5.8679 0.14
H 0.7028 -3.1052 -4.9584 0.12
H 0.6527 -3.3886 -2.4675 0.13
H 0.6495 -1.3915 -0.9971 0.05
```

Calculated values
net charge	+2
spin multiplicity	1
strongest force on any atom	0.5	eV Å⁻¹
relative energy (zero: lowest compared OMol25 entry of this formula, charge and spin)	0.0	kJ/mol
LUMO	-5.2	eV
total energy	-2141.8707	Eh